No. 1
Here is a structure of composition C56H49N3O2P3Zr from the Open Molecules 2025 dataset. Energies are from ωB97M-V with the def2-TZVPD basis set.

## Properties
Orbital gap   6.89 eV
ΔE to the lowest compared entry with this formula, charge and spin   0.000 eV

The geometry in ORCA input format:
```
! wB97M-V def2-TZVPD RIJCOSX def2/J DEFGRID3
* xyz 1 1
Zr 0.070 -0.063 -0.412
C 0.620 3.418 0.018
P 0.429 2.495 -1.540
C 1.843 2.873 -2.602
C 1.791 2.539 -3.956
C 2.889 2.738 -4.775
C 4.057 3.277 -4.250
C 4.114 3.622 -2.910
C 3.014 3.422 -2.087
C -1.014 3.273 -2.323
C -2.286 2.914 -1.873
C -3.413 3.518 -2.406
C -3.284 4.479 -3.397
C -2.024 4.845 -3.847
C -0.892 4.249 -3.310
C -0.498 2.916 0.873
C -1.344 3.626 1.677
C -2.203 2.685 2.298
C -1.830 1.448 1.846
C -2.271 0.130 2.391
P -1.959 -1.221 1.212
C -1.932 -2.699 2.277
C -1.042 -3.752 2.095
C -1.058 -4.837 2.962
C -1.961 -4.879 4.011
C -2.864 -3.838 4.189
C -2.853 -2.757 3.326
C -3.544 -1.414 0.332
C -3.820 -2.622 -0.312
C -4.996 -2.779 -1.024
C -5.908 -1.733 -1.107
C -5.644 -0.530 -0.470
C -4.465 -0.367 0.251
N -0.797 1.555 0.919
H 0.563 4.497 -0.124
H 1.597 3.170 0.450
H 0.875 2.141 -4.378
H 2.835 2.482 -5.825
H 4.915 3.436 -4.890
H 5.016 4.059 -2.501
H 3.081 3.699 -1.044
H -2.398 2.173 -1.091
H -4.393 3.235 -2.045
H -4.165 4.947 -3.818
H -1.918 5.601 -4.614
H 0.086 4.552 -3.661
H -1.339 4.696 1.813
H -2.974 2.886 3.025
H -3.317 0.158 2.700
H -1.684 -0.127 3.280
H -0.334 -3.733 1.282
H -0.358 -5.649 2.811
H -1.971 -5.725 4.687
H -3.580 -3.870 5.001
H -3.567 -1.957 3.475
H -3.116 -3.445 -0.241
H -5.206 -3.720 -1.514
H -6.826 -1.858 -1.665
H -6.354 0.284 -0.529
H -4.260 0.582 0.734
C 5.551 2.507 1.728
C 4.954 2.130 2.921
C 3.832 1.313 2.912
C 3.299 0.875 1.702
C 3.898 1.264 0.501
C 5.023 2.073 0.519
P 1.884 -0.256 1.595
C 1.104 -0.227 3.233
C 0.688 1.002 3.754
C 0.042 1.053 4.977
C -0.216 -0.121 5.679
C 0.183 -1.343 5.159
C 0.848 -1.398 3.941
C 2.572 -1.912 1.403
C 3.657 -2.364 2.106
C 4.083 -3.699 1.958
C 3.408 -4.545 1.123
C 2.291 -4.099 0.374
C 1.580 -4.966 -0.497
C 0.529 -4.492 -1.226
C 0.144 -3.132 -1.121
C 0.767 -2.249 -0.268
C 1.869 -2.754 0.495
H 6.428 3.140 1.740
H 5.364 2.468 3.863
H 3.372 1.022 3.848
H 3.489 0.928 -0.445
H 5.488 2.363 -0.415
H 0.859 1.919 3.202
H -0.274 2.008 5.375
H -0.728 -0.079 6.631
H -0.017 -2.258 5.701
H 1.168 -2.354 3.547
H 4.188 -1.702 2.781
H 4.941 -4.052 2.515
H 3.728 -5.575 1.016
H 1.891 -6.000 -0.579
H -0.010 -5.154 -1.893
H -0.698 -2.804 -1.729
C -1.800 -0.413 -4.794
C -1.012 -0.442 -3.532
N -1.567 -0.363 -2.370
O -2.931 -0.176 -2.488
C 0.470 -0.525 -3.536
C 1.320 -0.857 -4.712
N 0.890 -0.259 -2.362
O 2.031 -0.204 -1.773
H -2.204 0.592 -4.945
H -2.654 -1.085 -4.721
H -1.185 -0.679 -5.649
H -3.296 -0.336 -1.603
H 1.031 -1.819 -5.140
H 2.360 -0.910 -4.396
H 1.235 -0.104 -5.497
*
```

=====

No. 2
Here is a structure of composition C56H50Cl2MoN9O2 in a non-equilibrium geometry from the Open Molecules 2025 dataset. Energies are from ωB97M-V with the def2-TZVPD basis set.

## Properties
Orbital gap (spin up / spin down)   5.96 / 5.95 eV

The geometry in ORCA input format:
```
! wB97M-V def2-TZVPD RIJCOSX def2/J DEFGRID3
* xyz -1 1
Mo -0.006 0.289 -0.115
Cl -5.047 4.672 -1.684
C -4.203 3.207 -1.275
C -2.849 3.128 -1.532
C -2.142 1.963 -1.229
N -0.746 1.817 -1.317
C 0.040 2.794 -1.806
O -0.245 3.731 -2.542
C 1.395 2.708 -1.172
C 2.266 3.777 -1.256
C 3.389 3.799 -0.452
C 3.615 2.715 0.379
C 2.731 1.655 0.358
N 1.613 1.644 -0.378
C -2.814 0.856 -0.692
C -4.170 0.975 -0.403
C -4.862 2.134 -0.689
Cl -6.561 2.204 -0.320
N -2.063 -0.356 -0.464
C -2.725 -1.490 -0.871
O -3.721 -1.496 -1.588
C -2.261 -2.863 -0.389
C -3.080 -3.955 -0.690
C -2.708 -5.212 -0.255
C -1.527 -5.347 0.464
C -0.776 -4.211 0.701
N -1.127 -2.995 0.285
H -2.334 3.970 -1.963
H 1.997 4.586 -1.920
H 4.071 4.640 -0.464
H 4.472 2.674 1.036
H 2.887 0.785 0.969
H -4.702 0.153 0.049
H -3.981 -3.782 -1.256
H -3.325 -6.075 -0.474
H -1.193 -6.306 0.839
H 0.152 -4.278 1.265
C -2.615 -2.638 3.036
C -1.923 -1.313 2.674
C -2.867 -0.153 3.012
C -0.578 -1.215 3.372
C -0.596 -1.303 4.762
C 0.559 -1.319 5.515
C 1.769 -1.198 4.860
C 1.839 -1.073 3.476
C 3.220 -0.751 2.919
C 3.586 0.675 3.356
C 4.336 -1.700 3.377
C 0.653 -1.120 2.708
N 0.693 -1.082 1.257
C 1.292 -2.149 0.652
C 1.408 -2.124 -0.733
N 0.974 -1.035 -1.420
C 1.527 -0.908 -2.751
C 0.737 -1.111 -3.894
C 1.307 -0.929 -5.155
C 2.639 -0.605 -5.324
C 3.430 -0.478 -4.198
C 2.909 -0.625 -2.915
C 3.929 -0.468 -1.781
C 4.949 -1.614 -1.720
C 4.719 0.837 -1.948
C -0.720 -1.562 -3.898
C -1.662 -0.382 -3.642
C -0.968 -2.775 -3.007
C 1.981 -3.410 -1.187
C 2.226 -4.007 -2.393
C 2.745 -5.330 -2.411
C 3.001 -6.037 -1.265
C 2.723 -5.452 0.000
C 2.858 -6.074 1.273
C 2.468 -5.397 2.396
C 1.936 -4.076 2.354
C 1.827 -3.437 1.147
C 2.226 -4.158 -0.010
H -3.400 -2.863 2.308
H -3.082 -2.578 4.023
H -1.913 -3.473 3.047
H -1.751 -1.297 1.602
H -2.877 0.060 4.085
H -3.886 -0.416 2.715
H -2.595 0.761 2.485
H -1.554 -1.371 5.263
H 0.519 -1.399 6.594
H 2.687 -1.163 5.436
H 3.185 -0.821 1.832
H 3.660 0.719 4.444
H 2.827 1.403 3.065
H 4.551 0.978 2.935
H 4.612 -1.518 4.418
H 5.229 -1.532 2.768
H 4.055 -2.746 3.271
H 0.676 -1.071 -6.024
H 3.057 -0.477 -6.316
H 4.482 -0.252 -4.318
H 3.397 -0.441 -0.833
H 5.490 -1.689 -2.668
H 4.487 -2.574 -1.521
H 5.679 -1.418 -0.929
H 5.441 0.754 -2.763
H 5.283 1.059 -1.039
H 4.063 1.680 -2.167
H -0.915 -1.900 -4.919
H -1.400 0.125 -2.716
H -2.702 -0.708 -3.571
H -1.572 0.346 -4.452
H -0.719 -2.572 -1.967
H -0.348 -3.615 -3.331
H -2.016 -3.078 -3.060
H 2.052 -3.490 -3.329
H 2.938 -5.795 -3.371
H 3.392 -7.046 -1.322
H 3.244 -7.084 1.347
H 2.551 -5.885 3.360
H 1.607 -3.612 3.274
N 0.872 2.013 5.851
C 0.414 2.207 4.803
N -0.122 2.533 3.654
C -0.249 1.943 2.550
N -0.429 1.481 1.485
*
```

=====

No. 3
Here is a structure of composition C56H51BrFGeI2N3O5Pb in a non-equilibrium geometry from the Open Molecules 2025 dataset. Energies are from ωB97M-V with the def2-TZVPD basis set.

## Properties
Orbital gap (spin up / spin down)   4.81 / 4.80 eV

The geometry in ORCA input format:
```
! wB97M-V def2-TZVPD RIJCOSX def2/J DEFGRID3
* xyz -2 1
Pb -0.009 0.630 1.106
C -3.142 3.763 2.902
C -2.210 3.107 2.098
N -1.966 1.826 2.116
C -2.568 1.028 3.138
C -3.793 1.622 3.775
C -3.960 2.995 3.709
C -4.714 0.765 4.386
C -4.712 -0.585 4.184
C -3.824 -1.168 3.245
C -3.964 -2.487 2.788
C -3.067 -2.987 1.871
C -2.057 -2.159 1.407
N -1.955 -0.886 1.773
C -2.799 -0.388 2.657
H -3.267 4.830 2.812
H -1.652 3.666 1.362
H -4.788 3.446 4.246
H -5.499 1.215 4.984
H -5.446 -1.220 4.661
H -4.777 -3.100 3.154
H -3.142 -3.999 1.497
H -1.317 -2.520 0.714
C -0.656 -2.315 5.035
C 0.358 -2.666 3.947
C 0.826 -4.117 4.126
C 1.568 -1.760 3.925
C 2.252 -1.467 5.094
C 3.438 -0.756 5.067
C 3.980 -0.377 3.854
C 3.335 -0.665 2.662
C 4.016 -0.359 1.345
C 5.286 -1.211 1.235
C 4.350 1.121 1.180
C 2.087 -1.311 2.700
N 1.343 -1.455 1.522
C 1.609 -2.490 0.719
C 2.534 -3.511 1.061
C 2.782 -4.589 0.245
C 2.130 -4.725 -0.972
C 1.214 -3.752 -1.346
C 0.973 -2.676 -0.530
F 0.043 -1.772 -0.967
H -1.583 -2.866 4.874
H -0.884 -1.256 5.011
H -0.276 -2.566 6.024
H -0.138 -2.585 2.976
H 1.375 -4.222 5.062
H 1.473 -4.418 3.304
H -0.029 -4.792 4.151
H 1.862 -1.815 6.040
H 3.950 -0.516 5.988
H 4.924 0.147 3.836
H 3.353 -0.643 0.522
H 5.989 -0.952 2.026
H 5.768 -1.046 0.274
H 5.042 -2.269 1.316
H 5.020 1.478 1.959
H 4.820 1.292 0.213
H 3.441 1.715 1.211
H 3.051 -3.414 2.007
H 3.494 -5.341 0.567
H 2.325 -5.572 -1.614
H 0.682 -3.823 -2.281
O -1.127 2.716 -0.567
H -0.410 2.326 -1.100
H -1.918 2.173 -0.776
I 1.022 1.976 3.382
I 3.087 4.007 3.214
O -0.355 0.479 3.803
O -1.614 0.934 4.248
C -2.400 0.530 -1.322
Ge -1.572 0.254 -3.040
C -3.359 0.193 -4.024
C -3.532 0.932 -5.185
C -4.734 0.930 -5.867
C -5.794 0.176 -5.398
C -5.636 -0.576 -4.247
C -4.432 -0.560 -3.566
C -0.675 -1.355 -3.825
C 0.691 -1.443 -4.042
C 1.230 -2.567 -4.647
C 0.420 -3.631 -5.003
C -0.940 -3.571 -4.744
C -1.479 -2.435 -4.167
C -0.966 2.045 -3.640
C 0.297 2.334 -4.127
C 0.695 3.649 -4.313
C -0.184 4.686 -4.052
C -1.468 4.404 -3.612
C -1.844 3.093 -3.392
H -2.299 -0.340 -0.667
H -2.708 1.528 -5.556
H -4.847 1.523 -6.764
H -6.739 0.179 -5.925
H -6.459 -1.171 -3.876
H -4.325 -1.139 -2.657
H 1.342 -0.649 -3.706
H 2.295 -2.616 -4.830
H 0.847 -4.516 -5.462
H -1.581 -4.410 -4.989
H -2.544 -2.386 -3.978
H 0.998 1.535 -4.312
H 1.706 3.863 -4.637
H 0.136 5.713 -4.171
H -2.168 5.207 -3.417
H -2.829 2.869 -2.999
Br 1.762 6.553 -0.177
C 2.725 5.039 -0.799
C 4.055 5.197 -1.137
C 4.736 4.115 -1.669
C 4.084 2.915 -1.872
C 2.747 2.765 -1.517
C 2.062 3.840 -0.966
C 2.048 1.450 -1.866
O 2.635 0.708 -2.650
O 0.896 1.251 -1.378
H 4.544 6.149 -0.994
H 5.777 4.226 -1.942
H 4.587 2.075 -2.331
H 1.022 3.746 -0.696
*
```